A structure of composition C20H14F5KN2O2S. Source: OMol25; level of theory: ωB97M-V with the def2-TZVPD basis set.

The calculation puts the HOMO energy at -0.0743 hartree. Its energy relative to the best compared isomer or geometry (same formula, charge and spin) is 2.61 kcal per mole. Its net charge is -2. Its LUMO energy is 4.2 eV. The frontier orbital gap is 6.250 eV.

The geometry in XYZ format:
```
45
Properties=species:S:1:pos:R:3:lowdin_charge:R:1
K -1.743 -2.809 0.640 0.850
C 1.075 0.041 0.957 -0.208
N 0.753 -1.349 0.668 -0.027
C 1.735 -2.170 0.722 -0.149
C 1.699 -3.582 0.471 -0.383
C 2.811 -4.437 0.545 -0.117
C 2.332 -5.715 0.244 -0.160
C 0.958 -5.551 0.010 -0.242
N 0.566 -4.276 0.141 -0.033
C 1.062 0.925 -0.270 -0.217
C 2.117 1.791 -0.528 -0.056
C 2.084 2.652 -1.621 -0.095
C 0.989 2.657 -2.469 -0.100
C -0.068 1.788 -2.225 -0.082
C -0.026 0.927 -1.140 -0.036
H 2.060 0.130 1.438 0.099
H 0.339 0.436 1.665 0.114
H 2.734 -1.792 0.993 0.115
H 3.826 -4.146 0.783 0.075
H 2.894 -6.637 0.199 0.058
H 0.242 -6.322 -0.248 0.077
H 2.969 1.805 0.144 0.104
H 2.908 3.335 -1.793 0.100
H 0.927 3.358 -3.292 0.101
H -0.944 1.823 -2.860 0.104
H -0.858 0.261 -0.948 0.107
F 1.672 4.899 1.678 0.079
C 0.835 4.999 0.625 -0.172
C -0.314 4.233 0.559 -0.165
F -0.594 3.385 1.565 0.092
C -1.159 4.335 -0.527 -0.278
F -2.246 3.548 -0.512 0.055
C -0.921 5.187 -1.620 -0.689
S -1.951 5.264 -3.004 0.398
C 0.257 5.939 -1.501 -0.275
F 0.622 6.781 -2.487 0.039
C 1.112 5.856 -0.421 -0.169
F 2.240 6.598 -0.384 0.076
C -5.156 -5.308 2.217 -0.043
C -4.118 -4.317 1.669 -0.808
O -3.457 -3.652 2.505 -0.158
O -4.018 -4.248 0.419 -0.156
H -5.109 -5.365 3.304 0.055
H -4.984 -6.294 1.781 0.060
H -6.152 -4.985 1.910 0.060
```